[1]
Density functional theory data (ωB97M-V/def2-TZVPD) for a 7-piece molecular cluster, C34H60ClIN6O3P overall in a non-equilibrium geometry.

CARTESIAN COORDINATES (ANGSTROEM)
C1 -5.6820 -0.4526 -2.1266
C2 -4.6183 -1.2119 -1.3470
O1 -4.3910 -2.5657 -1.7970
C3 -3.8162 -2.6975 -3.0359
O2 -4.4596 -2.7149 -4.0375
C4 -2.3285 -2.9210 -2.9906
C5 -1.4576 -1.6394 -3.1419
C6 -1.9248 -0.5986 -4.1900
C7 -2.4424 0.7249 -3.5919
C8 -1.4182 1.3055 -2.5885
C9 -1.6349 2.7611 -2.1820
C10 -0.8597 3.1263 -0.9235
I1 1.2615 3.2649 -1.3267
P1 -2.7759 1.9406 -4.8099
O3 -2.6033 1.1806 -6.2848
Cl1 -4.9724 2.0265 -4.9325
H1 -6.1184 -1.0598 -2.9171
H2 -6.4927 -0.1341 -1.4665
H3 -5.2347 0.4201 -2.5882
H4 -3.6824 -0.6492 -1.3459
H5 -4.9261 -1.3186 -0.3067
H6 -2.1049 -3.3706 -2.0237
H7 -2.0803 -3.6305 -3.7800
H8 -0.4666 -1.9969 -3.4362
H9 -1.3347 -1.2022 -2.1527
H10 -2.6949 -1.0325 -4.8299
H11 -1.0653 -0.3956 -4.8483
H12 -0.3847 1.1640 -2.9537
H13 -1.4897 0.7227 -1.6561
H14 -1.2870 3.4255 -2.9739
H15 -2.6962 2.9415 -1.9897
H16 -1.1084 4.1128 -0.5440
H17 -0.9656 2.3607 -0.1586
H18 -3.2504 0.4693 -6.3760
C11 4.4657 1.5978 4.0322
C12 4.3065 1.8193 2.5324
C13 3.2086 2.8317 2.1773
C14 1.8912 2.3713 2.5998
N1 0.8550 2.0090 2.9332
H19 3.5494 1.1959 4.4707
H20 5.2695 0.8890 4.2341
H21 4.7062 2.5292 4.5368
H22 4.0900 0.8665 2.0440
H23 5.2458 2.1862 2.1161
H24 3.1663 2.9891 1.0997
H25 3.4190 3.7969 2.6389
C15 4.0490 -1.2241 -2.9196
C16 3.0076 -0.3926 -2.1830
C17 2.5837 -1.0239 -0.8564
C18 1.9746 -2.3380 -1.0429
N2 1.5306 -3.3833 -1.2113
H26 3.6499 -2.2049 -3.1816
H27 4.3521 -0.7397 -3.8464
H28 4.9414 -1.3706 -2.3044
H29 2.1322 -0.2509 -2.8194
H30 3.4019 0.6019 -1.9689
H31 1.8738 -0.3737 -0.3398
H32 3.4498 -1.1393 -0.1999
C19 3.1748 -5.6639 -3.7688
C20 3.2900 -6.1221 -5.2183
C21 4.3555 -5.3486 -6.0046
C22 4.0371 -3.9247 -6.0893
N3 3.7831 -2.8057 -6.1004
H33 2.8778 -4.6168 -3.7030
H34 2.4248 -6.2489 -3.2381
H35 4.1261 -5.7810 -3.2449
H36 2.3243 -6.0156 -5.7150
H37 3.5494 -7.1824 -5.2505
H38 4.4447 -5.7467 -7.0166
H39 5.3316 -5.4611 -5.5286
C23 1.0725 6.6312 4.5351
C24 1.5305 5.5827 5.5415
C25 2.8435 5.9665 6.2385
C26 3.9642 6.0783 5.3064
N4 4.8375 6.1749 4.5668
H40 1.8010 6.7681 3.7327
H41 0.1301 6.3300 4.0782
H42 0.9178 7.5981 5.0193
H43 1.6475 4.6207 5.0382
H44 0.7625 5.4473 6.2966
H45 3.0983 5.2186 6.9918
H46 2.7304 6.9194 6.7591
C27 -2.3417 -5.0469 3.0048
C28 -2.4970 -5.2898 1.5083
C29 -1.5724 -4.4096 0.6620
C30 -1.8719 -2.9883 0.8313
N5 -2.1209 -1.8837 1.0213
H47 -2.5950 -4.0181 3.2645
H48 -2.9985 -5.7061 3.5733
H49 -1.3153 -5.2347 3.3272
H50 -3.5329 -5.1171 1.2114
H51 -2.2710 -6.3337 1.2819
H52 -1.6728 -4.6631 -0.3929
H53 -0.5290 -4.5824 0.9284
C31 -4.0975 3.2595 4.7896
C32 -2.8613 2.5965 4.1936
C33 -1.9010 2.0584 5.2585
C34 -1.3483 3.1336 6.0865
N6 -0.9218 3.9806 6.7386
H54 -3.8294 4.1221 5.4029
H55 -4.7640 3.6069 4.0006
H56 -4.6549 2.5594 5.4156
H57 -2.3309 3.3032 3.5539
H58 -3.1615 1.7620 3.5591
H59 -1.0728 1.5427 4.7678
H60 -2.4067 1.3319 5.8975

Values from the calculation:
- lowest unoccupied orbital energy (Ha) = 0.07503
- charge = -1
- HOMO energy (eV) = -2.845



[2]
Density functional theory data (ωB97M-V/def2-TZVPD) for C16H26HgN3O4 as an isolated structure in a non-equilibrium geometry.

CARTESIAN COORDINATES (ANGSTROEM)
Hg1 -0.6002 1.3579 -0.8350
O1 -1.5381 -3.2974 -2.1206
C1 -1.0382 -2.1142 -1.6475
O2 -1.5397 -1.4788 -0.7403
C2 0.2084 -1.7332 -2.4283
C3 0.6109 -2.5624 -3.4914
C4 1.7539 -2.2743 -4.1625
C5 2.5007 -1.1568 -3.7836
C6 2.0014 -0.3367 -2.7370
N1 0.8949 -0.6366 -2.0503
C7 2.7001 0.9574 -2.3333
O3 3.6677 1.3836 -3.1902
O4 2.4457 1.5584 -1.3097
H1 -2.3727 -3.4659 -1.5911
H2 -0.0244 -3.4131 -3.6600
H3 2.0418 -2.8905 -5.0155
H4 3.4330 -0.9250 -4.2720
H5 3.5344 1.0547 -4.0987
N2 2.7930 -1.8266 3.0648
C8 3.0348 -0.3346 2.8343
C9 2.3294 0.0545 1.5489
N3 0.9422 -0.3639 1.5209
C10 0.7136 -1.7652 1.7016
C11 1.3627 -2.3350 2.9681
H6 3.0816 -2.0054 4.0453
H7 3.4168 -2.3808 2.4614
H8 4.1139 -0.2273 2.7922
H9 2.6740 0.2049 3.6959
H10 2.8042 -0.4533 0.6982
H11 2.4146 1.1120 1.2764
H12 0.2609 0.2608 1.9221
H13 1.2026 -2.2479 0.8310
H14 -0.3768 -1.9405 1.6298
H15 1.4285 -3.4320 2.9837
H16 0.8703 -2.0077 3.8808
C12 -4.2561 1.3113 0.3105
C13 -3.2993 2.5193 0.5466
C14 -3.3037 3.5430 -0.5881
C15 -3.5692 3.2143 1.8995
C16 -1.8278 2.2516 0.7371
H17 -5.2801 1.6709 0.3263
H18 -4.0726 0.5871 1.1195
H19 -4.0351 0.7980 -0.6326
H20 -4.2285 4.0742 -0.7089
H21 -3.0586 3.1097 -1.5730
H22 -2.5033 4.2773 -0.3833
H23 -4.5509 3.6774 1.9607
H24 -2.8345 4.0095 2.0974
H25 -3.5121 2.4990 2.7314
H26 -1.4145 2.1184 1.7690

Values from the calculation:
- lowest unoccupied orbital energy (alpha / beta) (Ha) = -0.03963 / -0.03959
- energy above the lowest of the compared OMol25 structures with the same formula, charge and spin (kcal/mol) = 0.0
- HOMO energy (alpha / beta) (eV) = -4.276 / -4.419
- 2S+1 = 2



[3]
Density functional theory data (ωB97M-V/def2-TZVPD) for C3H3NO2 in the gas phase in a non-equilibrium geometry.

CARTESIAN COORDINATES (ANGSTROEM)
O1 -1.6525 0.5123 -0.0821
C1 -0.2962 0.6140 -0.3164
C2 0.3947 -0.4466 0.0852
O2 -0.3651 -1.4578 0.5668
C3 1.8234 -0.4945 -0.0785
N1 2.9659 -0.4364 -0.2606
H1 -1.2514 -1.0441 0.4615
H2 0.0023 1.4609 -0.8978
H3 -1.7647 1.2603 0.4972

Values from the calculation:
- lowest unoccupied orbital energy (Ha) = 0.01117
- energy above the lowest of the compared OMol25 structures with the same formula, charge and spin (kcal/mol) = 53.5
- SMILES = N#C/C(O)=C/O
- HOMO energy (eV) = -9.544